# 1
Entry from OMol25: 12 unconnected molecules or ions with the total composition C35H75BNO23S6 at a distorted geometry (wB97M-V/def2-TZVPD).

* strongest force on any atom: 8.36 eV/A
* E_tot: -151781.1136 eV
* LUMO: 1.58 eV
* relative energy (zero: lowest compared OMol25 entry of this formula, charge and spin): 5.4554 eV
* highest occupied orbital energy: -6.816 eV
* gap between HOMO and LUMO: 8.40 eV

ORCA input file:
```
! wB97M-V def2-TZVPD RIJCOSX def2/J DEFGRID3
* xyz -1 1
H -4.515 -1.847 1.681
C -0.437 -1.734 -3.421
C 0.765 -1.742 -0.142
O -4.835 5.283 4.155
H 3.105 -7.854 -1.626
C -3.621 -3.559 1.305
H -1.166 -1.774 -2.612
H 2.823 -3.611 3.740
C -3.570 5.337 4.270
H -0.062 -5.517 -1.517
H 0.885 4.720 4.233
O 7.181 -3.958 0.929
C -4.287 3.052 -6.709
H 0.827 -5.654 -4.152
O 3.525 2.741 -1.098
H -3.874 2.312 -0.601
H -6.155 4.245 1.699
C -5.893 3.919 0.693
H 3.685 -2.197 4.112
O 1.931 -3.064 -4.018
C 0.805 -5.980 -1.046
C 2.027 -0.838 -0.464
C -0.731 2.395 0.738
C 3.441 3.118 -2.428
O -3.049 -3.448 2.490
H 1.556 3.774 -1.903
C 0.823 -3.502 -4.268
H 3.598 -1.655 -6.314
H 1.406 -4.953 -5.777
C -2.649 -4.578 3.358
S 0.749 -7.834 -1.101
S 1.391 -1.931 4.910
H -1.029 0.387 -4.041
H 5.365 -3.498 2.601
H -3.410 2.409 -3.555
H -3.357 -5.407 3.376
H 3.317 4.189 1.371
S 5.224 -0.524 -4.684
H 1.859 5.834 5.324
H -2.811 3.976 -4.371
H -4.983 4.435 0.388
O 4.347 3.034 -3.247
C -0.970 2.419 -0.801
O -7.737 1.918 0.739
H -5.160 3.035 -6.057
C -0.653 -0.556 -4.440
H -6.278 0.459 0.761
H -3.049 -1.570 0.696
H 1.493 -1.644 2.614
O 6.318 -1.362 -5.332
C -6.056 6.547 6.027
H 2.670 -9.279 -0.775
H 4.528 -5.287 0.173
S 3.099 5.011 3.424
C -2.752 5.718 3.056
H 0.778 -5.593 -0.027
O -2.881 5.141 5.337
H 4.173 -2.378 -3.401
O 0.037 1.365 1.023
H 4.892 -1.857 2.090
H -6.706 4.733 4.998
H -6.570 4.150 -0.129
H -1.462 -3.407 4.615
H -4.562 2.563 -7.643
H -3.117 -3.728 5.283
H -3.867 0.973 0.535
C 0.742 -4.880 -4.915
H 3.944 -3.324 1.705
O -0.356 -2.915 -4.035
N -5.593 2.422 0.681
H -1.524 -0.730 -5.072
C 1.627 5.515 4.307
H 4.435 -1.031 -2.289
H 3.776 1.863 1.210
H -3.323 2.323 1.005
H 5.550 2.726 -1.006
H 0.217 -0.358 -5.066
C 3.665 -0.825 -5.611
O 0.791 -2.915 0.222
C -2.753 2.891 -4.280
H -1.931 -4.989 5.223
O 3.169 -1.265 -0.349
H -6.397 7.325 5.343
C 4.780 1.943 0.793
B 0.209 0.546 -0.266
C -2.290 -4.112 4.686
S -2.900 2.046 -5.928
C 4.946 -2.903 1.790
C 0.659 -1.970 3.236
H -5.229 6.844 6.672
H 1.703 -5.718 -1.606
O -4.070 -4.553 0.730
C 2.169 3.833 -2.802
H -3.248 6.656 2.807
H 3.057 -7.703 0.027
O 0.567 -2.838 5.815
O -0.936 3.391 1.444
H -5.319 4.545 5.989
H 4.123 -3.846 -0.843
C -3.920 -2.208 0.842
H 5.784 -2.047 -2.822
O 3.759 3.954 4.340
C 4.902 -4.540 -0.527
C 2.930 -2.865 4.528
H 0.628 -3.042 3.041
H 5.287 1.031 1.110
H 1.228 6.340 3.718
H 5.252 2.745 1.359
O -0.292 -0.838 -0.218
H -0.262 -1.437 2.998
C -4.176 2.010 0.402
H 0.437 -1.405 -2.860
C 4.856 -1.569 -3.138
C -6.548 1.526 0.773
H -4.450 -2.187 -0.110
O -0.515 1.331 -1.324
H 3.228 0.024 -6.135
O 0.388 -8.321 -2.542
H 1.492 3.411 -3.545
H -1.775 -4.909 2.797
H 1.764 5.163 1.423
O 1.620 0.384 -0.678
H -1.761 2.781 -3.844
H 5.424 -5.016 -1.357
H -3.938 4.072 -6.867
H 1.888 3.452 2.125
C 2.514 -8.200 -0.778
H -0.255 -5.026 -5.332
H 2.904 -1.097 -4.879
H -6.993 6.459 6.576
O -1.480 3.411 -1.371
C 2.381 4.396 1.890
H 2.239 4.885 -3.079
C -5.759 5.211 5.247
C 4.721 2.122 -0.639
H 4.825 1.120 -1.056
H -2.984 5.070 2.211
H -1.664 5.665 3.075
O -3.679 0.759 -5.733
S 5.965 -3.253 0.285
H 3.411 -3.234 5.434
*
```

---

# 2
Entry from OMol25: a molecular structure, C35H76NbO29 at a distorted geometry (wB97M-V/def2-TZVPD).

* strongest force on any atom: 3.18 eV/A
* E_tot: -98446.8122 eV
* LUMO: 1.53 eV
* highest occupied orbital energy: -4.503 eV
* gap between HOMO and LUMO: 6.03 eV

ORCA input file:
```
! wB97M-V def2-TZVPD RIJCOSX def2/J DEFGRID3
* xyz -1 1
H -6.293 8.309 -5.409
H -5.550 8.753 -6.990
H 0.744 -6.087 -1.829
H 5.053 -5.004 -3.098
H -7.018 3.782 -7.021
O 1.902 -8.166 -4.887
H -6.275 4.225 -8.601
H 1.777 2.609 6.632
C 6.421 0.766 -0.167
C -4.079 -0.611 -1.845
O -5.259 4.891 -6.910
H 1.115 2.671 4.868
C -5.812 6.127 -6.823
H -3.315 -2.648 -6.760
H -8.169 10.222 1.114
O -3.776 -0.210 -5.739
H 0.543 5.144 4.985
H -8.477 7.252 -3.123
H 0.574 2.603 8.450
O 8.259 -3.997 -1.171
H -3.481 -2.706 -8.525
H -8.737 11.195 -0.293
H 9.353 -3.080 0.298
H 3.527 1.928 7.801
O 8.356 0.206 1.599
H -0.168 -0.096 7.255
C -3.109 -0.012 -6.742
O -0.343 2.826 6.423
O -4.932 6.937 -6.182
C -3.249 -0.851 0.328
H 8.343 -4.424 0.865
C -2.381 -14.066 -8.628
H 7.512 0.454 5.247
H 2.038 -9.821 -6.085
H 6.703 2.158 7.232
O 6.881 0.636 3.307
O -2.144 -1.172 -0.079
H 4.092 0.354 5.118
H 1.775 0.015 4.156
O -2.960 -0.870 -7.783
O 1.855 6.757 4.883
C 4.061 0.279 6.296
H -1.003 1.205 4.242
H -1.977 -9.453 -5.602
C 0.678 6.083 4.440
H 0.802 5.850 3.379
H -2.988 -0.924 3.569
C -5.383 8.280 -6.017
H -1.226 1.155 9.146
O 6.179 -4.834 -0.668
C 1.048 -5.539 -2.726
H -4.748 -1.915 -7.569
O -7.012 8.144 -1.944
C 4.402 1.745 7.010
H 8.756 1.030 4.121
H -2.934 -10.824 -5.009
C 7.090 -4.623 -1.455
C 7.251 0.527 2.006
H 4.101 8.651 7.947
H -1.835 2.950 -6.314
H -1.744 -0.348 2.443
H 4.987 -0.417 6.587
H 6.011 0.704 8.376
C -7.866 10.771 0.217
H -3.242 -13.794 -9.246
O -4.323 -0.539 -0.442
H -7.212 11.593 0.521
H 5.795 -6.587 -2.663
C 5.931 -5.648 -3.209
H 4.316 2.576 6.189
H 4.096 -2.383 6.887
H 1.004 -10.030 -4.659
O -6.909 6.454 -7.247
C 1.837 7.108 6.194
H -0.200 6.727 4.550
O 3.006 7.734 6.478
C 1.298 -9.330 -5.447
O -8.983 8.581 -0.847
O -0.069 -7.729 -3.790
C -1.626 1.991 8.417
H 3.090 7.308 8.514
H -3.301 0.101 -2.139
H 2.556 -2.570 5.816
C 0.910 2.215 5.952
C -6.080 3.926 -7.566
C 7.918 0.335 4.238
H -2.247 -2.078 2.445
C -2.591 -12.191 -7.247
C -3.671 -2.098 -7.637
O 0.927 6.897 6.980
H 6.055 -5.881 -4.270
H 5.496 1.035 -0.685
C -2.631 -10.275 -5.906
H 2.452 -2.635 7.773
O 7.108 -4.975 -2.765
H -5.004 -0.343 -2.363
C 2.708 -0.440 6.878
C 3.128 8.164 7.833
O -1.018 0.253 4.603
O -3.748 -12.466 -6.970
H -3.477 2.454 -5.861
H -1.641 -14.557 -9.266
H 6.696 -0.252 -0.460
H 0.176 -5.115 -3.236
H 2.569 -0.182 8.012
H 2.348 8.891 8.079
H -2.081 1.458 7.463
C 8.381 -3.567 0.184
H -3.804 -1.630 -2.138
O -3.619 -0.742 1.629
H -2.675 -14.767 -7.839
C -2.449 2.103 -5.994
C 1.088 -7.454 -4.066
H 5.663 2.514 8.769
H -4.601 8.837 -5.493
H -0.603 4.063 8.249
H -2.457 2.674 8.881
H 7.199 1.478 -0.461
O 6.177 0.838 1.236
C -0.385 2.965 7.887
H -5.539 2.976 -7.579
H -7.909 6.280 -1.716
H 0.436 -9.058 -6.066
C -7.616 6.980 -2.504
H -6.876 6.489 -3.142
C -2.582 -1.043 2.561
H 0.518 -1.837 5.571
H -3.502 -9.852 -6.416
H 7.601 -2.840 0.430
O -1.777 -12.902 -8.067
C 2.948 -2.095 6.832
Nb 0.806 -0.045 5.688
O -1.894 -11.121 -6.788
O -2.386 1.105 -7.011
H 1.701 -4.717 -2.421
C -7.826 8.856 -1.124
H 8.253 -0.701 4.122
C 5.803 1.752 7.862
H -2.043 1.721 -5.052
O 1.784 -6.384 -3.607
O -7.129 9.926 -0.665
*
```